(1)
{"formula": "C40H45N8O5SSn", "method": "wB97M-V/def2-TZVPD", "symbols": ["Sn", "C", "C", "C", "C", "C", "N", "C", "C", "C", "N", "C", "C", "C", "C", "C", "C", "C", "C", "N", "C", "C", "C", "N", "C", "C", "C", "C", "O", "C", "O", "H", "H", "H", "H", "H", "H", "H", "H", "H", "H", "H", "H", "H", "H", "H", "H", "H", "H", "H", "H", "H", "H", "H", "H", "H", "H", "H", "H", "C", "N", "C", "C", "N", "H", "H", "H", "H", "H", "H", "O", "C", "N", "S", "O", "O", "C", "C", "C", "C", "C", "C", "H", "H", "H", "H", "C", "C", "C", "C", "N", "C", "C", "H", "H", "H", "H", "H", "H", "H"], "xyz": [[0.85210, 0.13336, 0.81162], [0.09694, 4.54474, -4.88274], [0.33417, 3.40956, -3.92284], [0.18743, 2.08307, -4.32209], [0.43651, 1.03290, -3.44856], [0.50145, -0.34557, -3.94654], [-0.47867, -1.13932, -4.17988], [-1.92596, -0.94845, -3.92814], [-2.36835, -1.61258, -2.61643], [-1.83078, -3.01793, -2.35666], [-0.51396, -2.89782, -1.73578], [0.55082, -3.53067, -2.10427], [1.85647, -3.31732, -1.60146], [2.89608, -4.08185, -2.18336], [4.21547, -3.92027, -1.83625], [5.31476, -4.76644, -2.41382], [4.48607, -2.90267, -0.91487], [3.50344, -2.12353, -0.31703], [3.93140, -1.10480, 0.62498], [3.22073, -0.19658, 1.17172], [3.98411, 0.68048, 2.09880], [4.02294, 2.12117, 1.61790], [2.65740, 2.77160, 1.65665], [1.85908, 2.20549, 0.55632], [1.64117, 2.94454, -0.47542], [1.04473, 2.58152, -1.73240], [0.79194, 3.62542, -2.63917], [0.83251, 1.24404, -2.12002], [1.03733, 0.18825, -1.34697], [2.14359, -2.36607, -0.58237], [1.19290, -1.79183, 0.11738], [-0.61141, 4.27093, -5.66207], [1.03056, 4.82595, -5.37344], [-0.27205, 5.42867, -4.36604], [-0.10112, 1.87605, -5.34741], [1.48521, -0.76181, -4.16059], [-0.22832, -2.04204, -4.56948], [-2.44153, -1.37543, -4.78706], [-2.11954, 0.11971, -3.87231], [-3.45767, -1.62784, -2.60848], [-2.05216, -0.96237, -1.80396], [-1.73144, -3.61738, -3.26451], [-2.49896, -3.56321, -1.68934], [-0.39227, -2.25305, -0.95649], [0.43096, -4.24248, -2.91872], [2.62820, -4.82513, -2.92762], [4.95022, -5.75724, -2.67834], [6.13151, -4.88328, -1.70379], [5.72673, -4.31157, -3.31608], [5.52132, -2.71012, -0.65057], [4.99630, -1.14275, 0.86268], [5.00021, 0.30247, 2.21238], [3.49757, 0.62804, 3.07370], [4.40046, 2.15478, 0.59289], [4.71683, 2.68721, 2.24074], [2.72740, 3.85271, 1.54329], [2.14615, 2.56959, 2.59623], [1.98938, 3.97591, -0.42055], [0.98212, 4.64496, -2.31957], [-0.07269, -1.12939, 5.79352], [0.13698, 0.14468, 5.08335], [-0.26632, 1.39905, 5.75017], [0.66911, 0.16826, 3.92507], [1.21579, 0.16860, 2.89097], [0.47801, -1.10794, 6.73186], [0.28248, -1.95459, 5.18200], [-1.13527, -1.24986, 5.99685], [0.27802, 1.48927, 6.68852], [-1.33606, 1.36347, 5.94576], [-0.04290, 2.24203, 5.10518], [-2.02796, 1.23366, -1.56159], [-1.95116, 1.80957, -0.49501], [-0.87152, 1.70109, 0.36442], [-1.05742, 2.74889, 1.64849], [-1.00844, 1.95271, 2.86062], [-0.14230, 3.85187, 1.59628], [-2.67350, 3.27513, 1.25202], [-3.50819, 4.13021, 1.94387], [-4.74190, 4.40075, 1.36306], [-5.10504, 3.83048, 0.14381], [-4.24739, 2.97022, -0.53026], [-3.01749, 2.70116, 0.04460], [-3.22123, 4.57359, 2.88742], [-5.42910, 5.06822, 1.86494], [-6.06913, 4.06848, -0.28460], [-4.52195, 2.51903, -1.47403], [-4.42586, -3.67050, 2.39029], [-3.23616, -2.80030, 2.13866], [-3.34846, -1.42672, 1.96319], [-2.23167, -0.66255, 1.68985], [-0.99597, -1.18037, 1.56565], [-0.87518, -2.51239, 1.77873], [-1.94690, -3.32855, 2.05861], [-5.27821, -3.09282, 2.74076], [-4.19872, -4.44716, 3.11939], [-4.72101, -4.17246, 1.46586], [-4.30965, -0.93675, 2.04705], [-2.32310, 0.39801, 1.58269], [0.12028, -2.91725, 1.73660], [-1.77127, -4.38262, 2.23155]], "forces_ev_per_angstrom": [[0.61, 1.33, -1.94], [0.13, -0.03, 0.03], [-0.06, 0.01, -0.17], [-0.13, -0.03, -0.04], [-0.06, -0.11, -0.13], [-0.05, 0.03, 0.15], [-0.03, 0.03, -0.04], [0.08, 0.06, 0.16], [0.03, 0.00, -0.22], [-0.12, 0.15, -0.08], [-0.03, -0.25, 0.18], [0.17, -0.04, -0.10], [-0.02, -0.06, 0.20], [-0.06, 0.04, -0.02], [0.05, 0.03, 0.06], [0.00, 0.04, -0.07], [0.04, -0.02, -0.09], [-0.16, 0.02, 0.05], [0.10, -0.01, -0.04], [0.25, -0.18, -0.03], [-0.21, 0.11, -0.03], [0.11, -0.07, 0.10], [-0.17, -0.03, -0.34], [-0.47, -0.54, -0.12], [0.38, -0.15, 0.61], [-0.16, -0.13, -0.19], [0.05, -0.10, 0.21], [0.16, 0.27, 0.17], [-0.18, 0.12, 0.63], [0.33, 0.21, 0.06], [-0.44, -0.58, -0.01], [-0.04, 0.01, 0.03], [0.00, -0.01, -0.01], [-0.06, -0.02, 0.00], [0.00, -0.04, 0.00], [0.00, -0.04, 0.05], [-0.01, 0.02, -0.07], [0.01, 0.03, -0.03], [-0.01, 0.02, -0.01], [0.00, 0.03, -0.06], [-0.09, 0.09, 0.13], [-0.01, -0.02, 0.02], [0.05, 0.04, 0.07], [-0.01, 0.12, 0.01], [0.00, -0.03, 0.03], [0.00, -0.02, 0.02], [0.00, 0.00, 0.00], [-0.01, -0.01, 0.01], [0.00, 0.01, 0.00], [-0.01, -0.01, 0.03], [0.00, 0.01, -0.01], [-0.01, -0.09, -0.05], [0.12, 0.01, -0.06], [0.11, 0.06, 0.04], [-0.01, -0.06, 0.06], [-0.06, 0.03, -0.05], [0.00, 0.05, 0.06], [0.03, 0.04, 0.03], [-0.01, -0.02, 0.05], [-0.03, -0.03, 0.01], [-0.01, 0.09, 0.05], [0.04, 0.09, 0.13], [-0.07, -0.10, -0.07], [-0.30, 0.01, 0.33], [0.01, 0.01, -0.01], [0.01, 0.00, 0.00], [0.00, 0.01, -0.01], [0.01, -0.05, 0.00], [-0.01, -0.01, -0.04], [-0.03, -0.02, -0.01], [-0.06, -0.34, -0.08], [0.17, -0.19, -0.19], [0.07, -0.07, 0.96], [0.21, 0.18, 0.24], [-0.15, 0.03, -0.10], [-0.11, -0.02, -0.07], [-0.08, -0.14, -0.03], [0.02, 0.04, 0.01], [0.02, -0.01, -0.01], [0.01, 0.00, -0.01], [-0.02, 0.01, -0.03], [0.02, 0.03, -0.03], [0.01, 0.01, -0.01], [0.00, 0.00, 0.00], [-0.01, -0.01, 0.01], [0.01, 0.03, -0.01], [0.00, 0.01, 0.04], [-0.07, -0.04, -0.03], [-0.01, 0.03, 0.06], [0.11, -0.23, -0.02], [-0.16, 0.01, -0.35], [0.02, 0.24, 0.11], [0.07, -0.02, 0.06], [0.00, 0.00, 0.00], [0.00, 0.00, 0.00], [0.01, 0.00, 0.00], [0.01, 0.02, -0.01], [-0.02, 0.15, -0.05], [0.13, -0.04, -0.07], [0.01, 0.00, -0.01]], "total_energy_ha": -2977.179770, "gap_ev": 7.1, "charge": 3, "homo_ev": -15.273, "relative_energy_kcal_mol": 1.9}

***

(2)
{"formula": "C40H46BrF32N3O6PS", "method": "wB97M-V/def2-TZVPD", "symbols": ["C", "C", "N", "C", "C", "P", "O", "O", "S", "C", "C", "Br", "C", "C", "C", "N", "C", "N", "C", "C", "C", "C", "C", "C", "C", "C", "C", "C", "H", "H", "H", "H", "H", "H", "H", "H", "H", "H", "H", "H", "H", "H", "H", "H", "H", "H", "H", "H", "H", "H", "H", "H", "H", "H", "H", "H", "H", "H", "C", "C", "C", "F", "F", "F", "F", "O", "C", "C", "F", "F", "F", "F", "H", "H", "H", "H", "C", "C", "C", "F", "F", "F", "F", "O", "C", "C", "F", "F", "F", "F", "H", "H", "H", "H", "C", "C", "C", "F", "F", "F", "F", "O", "C", "C", "F", "F", "F", "F", "H", "H", "H", "H", "C", "C", "C", "F", "F", "F", "F", "O", "C", "C", "F", "F", "F", "F", "H", "H", "H", "H"], "xyz": [[-1.00291, -1.84200, 7.26517], [-1.50286, -2.08169, 5.83305], [-2.96076, -1.87790, 5.67852], [-3.59610, -2.62343, 4.66302], [-4.00931, -3.94762, 4.90804], [-3.83533, -4.78230, 6.52492], [-2.96162, -3.97451, 7.56788], [-3.01134, -6.10932, 6.24398], [-5.59974, -5.09968, 7.25399], [-4.61879, -4.69169, 3.88068], [-5.04977, -6.13210, 3.99717], [-6.79044, -6.39987, 3.15673], [-3.93930, -7.05155, 3.38852], [-4.13762, -7.49831, 1.94783], [-4.84366, -4.05159, 2.68116], [-4.49732, -2.77691, 2.46663], [-4.88935, -2.21318, 1.13527], [-3.76913, -1.72861, 0.37113], [-4.05341, -0.48533, -0.37287], [-3.86080, -2.05153, 3.40479], [-3.49699, -0.62784, 3.10930], [-2.02106, -0.25696, 3.19758], [-1.75127, 0.98932, 3.77937], [-0.46242, 1.49465, 3.90780], [0.60670, 0.72359, 3.47651], [0.35694, -0.51946, 2.89605], [-0.94019, -1.01712, 2.73241], [-1.09325, -2.36559, 2.07080], [-0.01397, -1.39509, 7.24636], [-0.88065, -2.79890, 7.75927], [-1.70742, -1.24378, 7.83361], [-1.23811, -3.07946, 5.48811], [-0.93437, -1.40539, 5.20071], [-3.17740, -0.89678, 5.57073], [-3.55500, -3.33957, 7.99729], [-3.18465, -6.68540, 7.00769], [-5.19810, -6.44188, 5.01724], [-3.95183, -7.95119, 4.00067], [-2.96876, -6.58376, 3.53196], [-4.22716, -6.67097, 1.24624], [-3.23782, -8.03739, 1.64952], [-4.95246, -8.20123, 1.83556], [-5.33390, -4.58442, 1.88555], [-5.42892, -2.99393, 0.60639], [-5.59702, -1.40297, 1.28641], [-3.51834, -2.43495, -0.30769], [-4.61129, 0.22926, 0.22748], [-4.57430, -0.66259, -1.31256], [-3.09936, -0.03410, -0.60399], [-3.87637, -0.29276, 2.15429], [-4.00286, -0.01928, 3.86035], [-2.57739, 1.59348, 4.13361], [-0.30735, 2.47192, 4.33801], [1.61572, 1.08824, 3.59705], [1.19820, -1.11423, 2.56571], [-1.46486, -2.28694, 1.05555], [-1.67895, -3.07612, 2.65005], [-0.09903, -2.80779, 1.99004], [0.11536, -0.26243, -0.68609], [-0.12458, -1.36938, -1.72797], [0.76858, -2.61271, -1.67630], [2.05760, -2.30301, -1.90124], [0.37270, -3.46975, -2.64274], [-0.10529, -0.83728, -2.96161], [-1.40301, -1.82238, -1.50581], [0.86165, 0.87611, -1.08412], [2.23899, 0.86473, -0.99048], [2.89303, 1.03642, -2.36007], [2.53715, 0.03126, -3.18792], [4.23218, 1.00867, -2.21268], [2.68415, -0.22943, -0.34759], [2.58868, 1.92365, -0.22661], [-0.87499, 0.14144, -0.47345], [0.47290, -0.66411, 0.26061], [0.68129, -3.11573, -0.70787], [2.59739, 1.98216, -2.81511], [-3.90093, 4.46768, -0.87629], [-3.39064, 5.91255, -1.00896], [-3.58748, 6.61449, -2.35456], [-2.91762, 5.98051, -3.33764], [-3.09991, 7.87079, -2.26449], [-2.09202, 5.96172, -0.64501], [-4.09063, 6.64455, -0.09789], [-2.94136, 3.42834, -1.00499], [-2.62375, 2.89854, -2.22972], [-1.14973, 3.10593, -2.57178], [-0.84041, 4.41460, -2.63405], [-0.88351, 2.56297, -3.78016], [-3.44751, 3.34676, -3.18768], [-2.81476, 1.55115, -2.14759], [-4.23786, 4.38611, 0.15591], [-4.78248, 4.28755, -1.49116], [-4.64829, 6.66946, -2.61509], [-0.51990, 2.63151, -1.81680], [5.44867, -1.42353, -3.97871], [6.58172, -2.29189, -3.40842], [8.00803, -1.74442, -3.48852], [8.40029, -1.57564, -4.76519], [8.85059, -2.63419, -2.91264], [6.52836, -3.52316, -3.95927], [6.31211, -2.44052, -2.07724], [4.96834, -1.74122, -5.27422], [5.54899, -1.21874, -6.40267], [6.11763, -2.31765, -7.30375], [7.06734, -3.01772, -6.65519], [6.68034, -1.74986, -8.39310], [6.47139, -0.28615, -6.10747], [4.57183, -0.59642, -7.10077], [4.59295, -1.61550, -3.33412], [5.65865, -0.35971, -3.87385], [8.09010, -0.79294, -2.95552], [5.32402, -2.99881, -7.61719], [3.62397, 7.47606, -3.43743], [4.95359, 8.21581, -3.21442], [6.11698, 7.87891, -4.14940], [6.48276, 6.58612, -4.02957], [7.18138, 8.64133, -3.81496], [5.33673, 8.07243, -1.92770], [4.68949, 9.53752, -3.40903], [3.34378, 6.37193, -2.58895], [3.76616, 5.10983, -2.89399], [4.71263, 4.55899, -1.82454], [5.81031, 5.32661, -1.72079], [5.10362, 3.30718, -2.17019], [4.30120, 5.03319, -4.12182], [2.66173, 4.31051, -2.89836], [2.85372, 8.20142, -3.18145], [3.46333, 7.23265, -4.48751], [5.85340, 8.08573, -5.19036], [4.21368, 4.52492, -0.85336]], "forces_ev_per_angstrom": [[0.01, -0.79, -0.32], [0.55, 0.38, 0.45], [-0.21, -0.17, -0.43], [-0.07, -0.22, 0.05], [0.87, -0.43, -0.36], [-1.95, -0.08, 1.13], [0.34, -0.05, -0.51], [0.39, 0.44, -0.16], [0.19, 0.17, -0.25], [-0.31, 0.43, 0.06], [0.84, -0.32, -0.64], [-0.03, -0.02, 0.22], [-0.96, -0.46, 0.10], [0.89, 0.02, -0.06], [0.11, -0.30, 0.35], [-0.11, -0.21, -0.10], [0.13, 0.44, -0.69], [-0.73, -0.05, 0.05], [0.55, -0.25, 0.01], [0.00, 0.22, 0.04], [0.27, 0.14, 0.25], [0.36, 0.56, 0.17], [0.10, -0.07, -0.11], [-0.21, -0.36, -0.12], [-0.28, -0.22, -0.11], [-0.13, 0.46, 0.21], [-0.13, -0.15, -0.11], [0.85, -0.02, 0.08], [-0.04, 0.35, 0.02], [-0.13, -0.01, 0.30], [0.07, 0.24, 0.07], [-0.18, -0.19, 0.09], [-0.26, 0.12, -0.31], [0.18, 0.09, 0.07], [0.18, 0.10, 0.18], [0.15, -0.27, -0.11], [-0.19, 0.29, 0.20], [0.19, -0.07, 0.09], [0.05, 0.14, 0.02], [-0.24, 0.07, -0.07], [0.06, -0.03, -0.05], [-0.31, 0.15, -0.02], [-0.09, 0.13, -0.18], [-0.10, -0.26, 0.26], [-0.05, 0.04, 0.35], [0.32, -0.03, 0.06], [-0.12, -0.06, 0.12], [-0.19, 0.06, -0.01], [0.04, 0.14, -0.12], [-0.10, -0.13, -0.07], [-0.14, 0.08, 0.02], [-0.08, 0.02, 0.02], [0.03, 0.05, 0.08], [0.10, -0.05, -0.07], [0.02, -0.10, -0.02], [-0.38, 0.01, 0.01], [-0.23, 0.01, -0.08], [0.05, -0.09, 0.06], [-0.40, 0.24, 0.54], [0.21, 0.60, -0.40], [-0.04, -0.35, -0.01], [-0.03, 0.11, 0.03], [-0.08, 0.05, 0.04], [0.01, -0.09, 0.00], [0.02, -0.17, 0.17], [0.27, -0.55, -0.43], [-0.34, 0.06, 0.55], [0.13, 0.22, -0.45], [-0.03, -0.09, 0.15], [-0.05, -0.37, 0.12], [0.05, -0.06, -0.14], [0.07, 0.11, -0.12], [-0.02, 0.00, -0.09], [0.17, -0.15, -0.12], [0.00, 0.06, 0.02], [-0.03, 0.06, 0.10], [-0.48, -0.25, 0.30], [0.44, -0.26, 0.17], [-0.09, 0.31, -0.13], [-0.02, -0.09, 0.07], [-0.01, -0.05, 0.07], [0.00, 0.03, -0.09], [-0.20, 0.03, -0.08], [0.36, 0.22, -0.21], [-0.56, 0.16, 0.14], [0.60, 0.07, -0.10], [-0.19, 0.02, 0.06], [-0.14, -0.13, 0.03], [0.14, -0.04, -0.12], [0.08, 0.05, -0.06], [0.10, 0.05, 0.04], [0.12, 0.11, -0.22], [0.00, -0.05, 0.02], [-0.07, -0.05, 0.03], [-0.48, 0.37, 0.22], [-0.30, -0.35, -0.41], [0.28, 0.04, 0.21], [-0.11, -0.01, -0.03], [-0.09, 0.00, 0.02], [0.09, 0.02, 0.00], [0.08, 0.19, 0.10], [0.52, -0.34, -0.11], [-0.29, 0.31, 0.42], [0.05, -0.20, -0.21], [0.01, 0.06, 0.05], [-0.04, 0.05, 0.02], [0.08, -0.07, -0.07], [-0.01, -0.01, -0.12], [0.03, -0.11, 0.01], [0.26, -0.03, -0.09], [-0.05, 0.00, -0.02], [-0.04, 0.05, 0.02], [-0.59, 0.19, -0.25], [-0.11, -0.23, 0.50], [0.26, 0.16, -0.17], [-0.11, -0.01, 0.04], [-0.08, 0.01, 0.03], [0.07, -0.03, -0.06], [-0.01, 0.03, -0.21], [0.56, -0.06, 0.15], [-0.30, 0.41, -0.31], [0.22, -0.15, 0.33], [-0.02, 0.03, -0.10], [-0.08, 0.35, -0.06], [0.07, -0.10, 0.05], [0.00, -0.15, 0.06], [0.05, 0.02, 0.10], [0.24, -0.11, -0.02], [-0.05, -0.02, 0.02], [-0.09, -0.01, -0.06]], "total_energy_ha": -8676.666447, "gap_ev": 7.7, "charge": 1, "homo_ev": -11.840}